[1]
{"formula": "C25H46N7O5Ti", "method": "ωB97M-V/def2-TZVPD", "symbols": ["Ti", "C", "C", "C", "C", "C", "C", "N", "C", "C", "N", "C", "C", "O", "O", "C", "C", "C", "C", "C", "C", "N", "C", "C", "N", "C", "C", "O", "O", "H", "H", "H", "H", "H", "H", "H", "H", "H", "H", "H", "H", "H", "H", "H", "H", "H", "H", "H", "H", "H", "H", "H", "H", "H", "H", "H", "H", "H", "H", "H", "H", "H", "H", "H", "H", "H", "H", "H", "C", "N", "C", "C", "C", "N", "C", "O", "N", "H", "H", "H", "H", "H", "H", "H"], "xyz": [[-1.298, -0.485, 0.097], [2.244, -2.977, 1.394], [0.868, -2.364, 1.626], [0.863, -1.211, 2.664], [1.854, -0.027, 2.820], [3.325, -0.447, 2.739], [1.616, 0.500, 4.246], [1.675, 1.033, 1.806], [0.633, 2.034, 2.031], [0.591, 3.070, 0.907], [0.232, 2.535, -0.397], [-1.122, 2.788, -0.829], [-1.691, 1.671, -1.714], [-2.619, 1.809, -2.467], [-1.081, 0.494, -1.515], [1.186, 2.796, -1.488], [1.451, 4.293, -1.697], [2.516, 2.059, -1.326], [2.645, 0.625, -1.866], [2.218, 0.576, -3.336], [4.128, 0.240, -1.756], [1.794, -0.280, -1.073], [1.938, -1.680, -1.380], [0.723, -2.513, -0.979], [0.031, -2.236, 0.327], [-1.070, -3.231, 0.416], [-2.238, -2.683, 1.257], [-3.243, -3.320, 1.440], [-2.002, -1.459, 1.667], [2.647, -3.255, 2.368], [2.951, -2.297, 0.933], [2.189, -3.889, 0.801], [0.313, -3.133, 2.162], [1.010, -1.775, 3.591], [-0.153, -0.822, 2.755], [3.520, -1.349, 3.318], [3.951, 0.348, 3.150], [3.644, -0.616, 1.709], [1.915, -0.249, 4.980], [0.568, 0.742, 4.430], [2.212, 1.397, 4.424], [0.033, 0.126, 0.707], [2.558, 1.528, 1.736], [0.763, 2.578, 2.974], [-0.339, 1.534, 2.113], [1.573, 3.547, 0.847], [-0.095, 3.868, 1.213], [-1.252, 3.729, -1.382], [-1.794, 2.848, 0.032], [0.698, 2.420, -2.390], [2.110, 4.696, -0.924], [0.531, 4.878, -1.691], [1.943, 4.460, -2.655], [2.815, 2.072, -0.274], [3.278, 2.642, -1.848], [2.616, 1.440, -3.872], [1.132, 0.580, -3.428], [2.604, -0.309, -3.843], [4.749, 0.899, -2.365], [4.304, -0.780, -2.102], [4.471, 0.315, -0.720], [1.905, -0.071, -0.084], [2.856, -2.146, -1.011], [1.985, -1.783, -2.466], [0.980, -3.575, -1.024], [-0.049, -2.349, -1.741], [-0.802, -4.177, 0.894], [-1.438, -3.478, -0.580], [-5.756, 1.045, 0.689], [-5.266, -0.011, -0.201], [-6.099, -0.774, -0.960], [-5.625, -1.725, -1.792], [-4.214, -1.912, -1.834], [-3.413, -1.202, -1.049], [-3.927, -0.228, -0.280], [-3.133, 0.489, 0.389], [-3.660, -2.820, -2.644], [-6.841, 1.054, 0.644], [-5.363, 2.005, 0.364], [-5.428, 0.841, 1.705], [-7.153, -0.561, -0.858], [-6.296, -2.313, -2.399], [-4.226, -3.313, -3.313], [-2.668, -2.783, -2.808]], "atomic_forces_ev_per_a": [[0.4, 0.4, -0.6], [0.0, 0.0, 0.0], [0.0, 0.0, 0.0], [0.0, 0.0, 0.1], [0.1, 0.0, 0.1], [0.0, 0.0, -0.1], [0.0, 0.0, 0.0], [0.0, 0.1, 0.0], [-0.1, 0.0, 0.1], [0.0, 0.0, 0.1], [0.0, 0.0, -0.1], [0.0, 0.0, -0.2], [0.1, -0.1, 0.0], [0.1, 0.1, 0.1], [-0.5, -0.4, 0.8], [0.0, 0.0, 0.0], [0.0, 0.0, 0.0], [0.0, 0.0, 0.0], [0.0, 0.0, 0.0], [0.0, 0.0, 0.0], [0.0, 0.0, 0.0], [-0.1, 0.0, 0.0], [0.0, -0.1, 0.0], [0.0, 0.0, 0.0], [0.0, 0.0, -0.1], [-0.6, -0.2, 0.2], [0.0, 0.0, 0.0], [0.2, -0.1, 0.1], [-0.2, 0.2, -0.4], [0.0, 0.0, 0.0], [-0.1, -0.1, 0.0], [0.0, 0.0, 0.0], [0.0, 0.1, 0.0], [0.0, 0.0, 0.0], [0.1, -0.1, 0.0], [0.0, 0.0, 0.0], [0.0, 0.0, 0.0], [0.0, 0.0, 0.1], [0.0, 0.0, 0.0], [0.0, 0.0, 0.0], [0.0, 0.0, 0.0], [-0.1, 0.1, 0.2], [0.0, 0.0, 0.0], [0.0, 0.0, 0.0], [0.0, 0.0, 0.0], [0.0, 0.0, 0.0], [0.0, 0.0, 0.0], [0.0, 0.0, 0.0], [0.0, -0.1, 0.1], [0.0, 0.0, 0.0], [0.0, 0.0, 0.0], [0.0, 0.0, 0.0], [0.0, 0.0, 0.0], [0.0, 0.0, -0.1], [0.0, 0.0, 0.0], [0.0, 0.0, 0.0], [0.0, 0.0, 0.0], [0.0, 0.0, 0.0], [0.0, 0.0, 0.0], [0.0, 0.0, 0.0], [0.0, 0.0, 0.0], [0.0, 0.0, 0.0], [0.0, 0.0, 0.0], [0.0, 0.0, 0.0], [0.0, 0.0, 0.0], [0.0, 0.0, 0.0], [0.4, 0.0, -0.2], [-0.1, 0.0, 0.0], [0.0, 0.0, 0.0], [-0.1, 0.0, -0.1], [0.1, 0.0, 0.0], [0.0, 0.0, 0.0], [-0.1, -0.1, 0.1], [-0.1, 0.0, 0.0], [0.1, -0.1, -0.2], [0.4, 0.1, 0.0], [0.0, 0.0, 0.0], [0.0, 0.0, 0.0], [0.0, 0.0, 0.0], [0.0, 0.0, 0.0], [0.0, 0.0, 0.0], [0.0, 0.0, 0.0], [0.0, 0.0, 0.0], [0.0, 0.0, 0.0]], "max_force_ha_per_bohr": 0.021, "charge": 1, "e_tot_ha": -2589.05867}

=====

[2]
{"formula": "C4H8O3", "method": "ωB97M-V/def2-TZVPD", "symbols": ["O", "C", "C", "C", "O", "C", "O", "H", "H", "H", "H", "H", "H", "H", "H"], "xyz": [[-1.120, 1.841, -0.666], [-0.831, 0.767, -1.133], [-0.616, -0.477, -0.286], [0.885, -0.680, -0.192], [1.524, -1.178, -1.096], [1.580, -0.143, 1.039], [2.962, -0.281, 0.949], [-0.660, 0.629, -2.219], [-1.055, -1.347, -0.784], [-1.066, -0.323, 0.699], [1.281, 0.914, 1.150], [1.180, -0.674, 1.919], [3.133, -0.693, 0.085], [-3.314, 1.058, 0.221], [-3.884, 0.587, 0.312]], "atomic_forces_ev_per_a": [[0.1, -0.5, -0.3], [-0.1, 0.4, 0.1], [-0.1, 0.0, 0.1], [0.2, -0.1, -0.2], [-0.3, 0.2, 0.4], [-0.3, 0.0, 0.0], [0.1, 0.0, -0.1], [0.0, 0.1, 0.1], [0.1, 0.1, 0.0], [0.1, 0.0, -0.1], [0.1, -0.1, 0.0], [0.1, 0.1, -0.1], [0.0, 0.0, 0.1], [-0.1, -0.1, 0.0], [0.1, 0.0, 0.0]], "max_force_ha_per_bohr": 0.012, "e_tot_ha": -382.87517}

=====

[3]
{"formula": "C30H26CrNO5", "method": "ωB97M-V/def2-TZVPD", "symbols": ["O", "C", "Cr", "C", "O", "C", "O", "C", "C", "C", "C", "C", "C", "C", "C", "C", "C", "C", "C", "C", "C", "C", "C", "C", "C", "C", "C", "C", "H", "H", "H", "H", "H", "H", "H", "H", "H", "H", "H", "H", "H", "H", "H", "C", "O", "C", "C", "C", "C", "C", "N", "O", "H", "H", "H", "H", "H", "H", "H", "H", "H", "H", "H"], "xyz": [[-6.427, -1.060, 2.609], [-5.659, -1.102, 1.733], [-4.428, -0.721, 0.327], [-3.644, 0.426, 1.636], [-3.330, 1.159, 2.487], [-5.667, 0.726, 0.123], [-6.452, 1.576, 0.270], [-4.936, -2.160, -1.250], [-4.296, -2.797, -0.181], [-3.062, -2.331, 0.289], [-2.410, -1.244, -0.334], [-1.162, -0.708, 0.175], [-0.234, -0.096, 0.688], [0.756, 0.523, 1.452], [0.763, 1.964, 1.442], [-0.050, 2.600, 0.465], [-0.487, 3.908, 0.637], [-0.111, 4.608, 1.796], [0.823, 4.037, 2.682], [1.393, 2.794, 2.405], [1.391, -0.371, 2.420], [1.466, -1.742, 2.067], [1.962, -2.696, 2.951], [2.472, -2.298, 4.192], [2.425, -0.948, 4.564], [1.809, -0.009, 3.724], [-3.121, -0.543, -1.332], [-4.358, -1.007, -1.799], [-5.877, -2.557, -1.642], [-4.765, -3.653, 0.305], [-2.572, -2.796, 1.150], [-0.401, 2.021, -0.388], [-1.121, 4.365, -0.123], [-0.527, 5.593, 1.985], [1.118, 4.582, 3.581], [2.283, 2.444, 2.926], [1.080, -2.052, 1.100], [1.962, -3.743, 2.661], [2.894, -3.039, 4.873], [2.874, -0.619, 5.507], [1.603, 0.998, 4.086], [-2.669, 0.375, -1.722], [-4.861, -0.452, -2.590], [0.757, -2.704, -1.849], [2.014, -2.029, -2.072], [1.948, -0.694, -1.977], [3.281, -0.024, -2.283], [3.875, -0.427, -3.658], [4.036, 0.877, -4.447], [3.230, 1.941, -3.650], [2.982, 1.357, -2.367], [0.920, -0.082, -1.724], [0.921, -3.739, -2.138], [0.519, -2.638, -0.784], [-0.043, -2.246, -2.437], [3.956, -0.292, -1.449], [4.827, -0.927, -3.487], [3.207, -1.132, -4.170], [5.090, 1.173, -4.444], [3.698, 0.774, -5.487], [3.728, 2.922, -3.589], [2.290, 2.146, -4.193], [2.317, 1.789, -1.743]], "atomic_forces_ev_per_a": [[2.7, -0.5, -3.2], [-2.9, 0.3, 4.1], [-2.1, 0.8, 0.9], [1.0, 2.7, 3.0], [-0.8, -2.6, -3.0], [-2.8, 3.8, 0.8], [2.8, -3.1, -0.9], [-0.1, -0.7, -0.9], [-0.3, -0.7, -0.1], [1.5, -0.6, 0.7], [1.3, 0.3, 0.2], [-0.4, 0.2, 0.1], [-1.3, -0.9, -0.4], [0.1, 0.1, 0.5], [0.1, 0.4, -0.6], [-0.4, 0.4, 0.4], [0.5, -0.1, 0.1], [0.0, -0.5, 0.0], [0.2, 0.3, -0.5], [-0.5, -0.1, 0.1], [0.1, -0.7, 0.5], [0.2, 0.0, 0.6], [0.0, 0.5, -0.1], [0.0, 0.3, 0.0], [-0.2, 0.0, -0.3], [0.2, -0.1, -0.2], [1.3, 0.8, -0.5], [-0.3, -0.1, -0.6], [0.3, 0.3, 0.3], [0.1, 0.3, -0.1], [-0.2, 0.1, -0.4], [0.0, 0.1, 0.2], [0.1, 0.0, 0.3], [0.1, -0.2, 0.1], [0.1, -0.1, -0.5], [-0.5, 0.1, 0.2], [0.2, 0.0, 0.2], [0.1, 0.1, 0.1], [-0.1, 0.2, -0.2], [-0.4, -0.2, -0.3], [0.3, -0.4, -0.1], [-0.3, -0.5, 0.0], [0.0, -0.2, 0.3], [-0.1, -0.2, 0.3], [0.2, 1.3, 0.0], [-1.9, -1.0, 0.3], [0.0, -1.1, -0.1], [-0.1, -0.3, 0.2], [0.4, 0.4, 0.4], [0.6, -0.4, -1.2], [0.2, 0.8, -1.0], [1.7, -0.3, -0.7], [0.0, 0.1, 0.0], [-0.1, -0.1, -0.3], [0.2, -0.1, 0.0], [-0.1, 0.4, -0.1], [-0.1, 0.0, -0.2], [0.2, 0.2, 0.2], [-0.2, 0.0, -0.2], [0.1, 0.2, 0.4], [-0.1, -0.2, 0.3], [-0.2, 0.0, 0.6], [-0.2, 0.1, 0.6]], "max_force_ha_per_bohr": 0.098, "charge": 2, "spin_multiplicity": 4, "e_tot_ha": -2633.50815}

=====

[4]
{"formula": "C30H45NO2OsP2S2", "method": "ωB97M-V/def2-TZVPD", "symbols": ["Os", "C", "C", "C", "C", "C", "C", "H", "H", "H", "C", "H", "H", "H", "C", "H", "H", "H", "C", "H", "H", "H", "C", "H", "H", "H", "C", "C", "C", "C", "C", "C", "C", "C", "H", "H", "H", "H", "H", "H", "H", "H", "H", "H", "H", "H", "P", "C", "C", "P", "C", "C", "C", "H", "H", "H", "H", "H", "H", "H", "H", "H", "H", "H", "H", "H", "H", "O", "S", "O", "N", "C", "S", "C", "C", "C", "C", "C", "C", "H", "H", "H", "H"], "xyz": [[0.128, -0.152, -0.188], [-1.559, -0.785, 1.052], [-1.211, -1.830, 0.127], [0.567, -1.534, 1.592], [-0.423, -0.542, 1.901], [0.145, -2.240, 0.422], [-2.924, -0.189, 1.225], [-3.442, -0.107, 0.263], [-2.855, 0.804, 1.679], [-3.534, -0.827, 1.880], [-0.352, 0.506, 2.963], [-1.355, 0.767, 3.312], [0.108, 1.414, 2.555], [0.266, 0.175, 3.802], [1.835, -1.798, 2.326], [1.746, -1.523, 3.382], [2.639, -1.189, 1.884], [2.124, -2.853, 2.254], [0.931, -3.318, -0.260], [1.190, -4.092, 0.470], [1.870, -2.927, -0.675], [0.351, -3.769, -1.068], [-2.168, -2.508, -0.811], [-2.803, -3.227, -0.269], [-1.620, -3.057, -1.583], [-2.831, -1.776, -1.288], [-0.073, 1.943, -0.597], [-1.310, 1.324, -0.933], [-1.714, 1.006, -2.354], [-0.922, -0.130, -3.036], [0.148, -0.804, -2.228], [1.391, -0.164, -1.907], [1.708, 1.247, -2.341], [0.915, 2.376, -1.635], [-1.666, 1.921, -2.970], [-0.467, 0.267, -3.972], [-2.779, 0.715, -2.360], [0.428, 3.009, -2.392], [-0.105, 2.598, 0.277], [-2.153, 1.569, -0.281], [1.619, 3.022, -1.093], [2.775, 1.415, -2.144], [2.259, -0.833, -1.846], [1.564, 1.356, -3.429], [-1.643, -0.892, -3.368], [0.206, -1.884, -2.400], [-0.351, 1.591, -5.664], [-0.603, 3.366, -6.027], [-1.517, 0.840, -6.864], [1.904, -0.417, -6.062], [1.285, 1.316, -6.458], [1.158, -1.326, -7.483], [3.552, -0.195, -6.852], [0.268, 3.931, -5.673], [-1.490, 3.704, -5.475], [-0.745, 3.522, -7.107], [-1.398, 1.290, -7.860], [-2.531, 1.040, -6.489], [-1.397, -0.247, -6.923], [3.445, 0.040, -7.919], [4.111, -1.129, -6.726], [4.085, 0.612, -6.338], [2.004, 2.027, -6.009], [1.233, 1.488, -7.551], [1.684, -2.286, -7.547], [1.287, -0.776, -8.424], [0.101, -1.540, -7.310], [0.799, 5.336, 1.991], [2.117, 4.795, 1.760], [3.155, 5.680, 1.291], [2.021, 3.398, 0.837], [2.472, 2.300, 1.424], [2.658, 0.843, 0.549], [2.797, 2.501, 2.838], [3.059, 1.567, 3.843], [3.208, 2.011, 5.160], [3.153, 3.385, 5.458], [2.879, 4.322, 4.450], [2.667, 3.854, 3.160], [3.136, 0.519, 3.557], [3.374, 1.286, 5.958], [3.315, 3.729, 6.482], [2.827, 5.393, 4.637]], "atomic_forces_ev_per_a": [[-0.8, 1.4, -1.6], [-0.8, -1.0, 0.2], [-0.8, -0.7, 0.7], [0.1, -0.1, 0.2], [0.1, -0.7, 0.3], [-0.3, -0.5, 0.7], [0.0, 0.0, -0.1], [0.0, 0.0, 0.2], [-0.1, -0.2, -0.1], [0.2, 0.1, -0.1], [0.1, 0.2, 0.0], [0.2, -0.1, 0.1], [-0.1, 0.0, 0.3], [-0.2, 0.1, 0.0], [0.3, 0.2, 0.0], [0.0, -0.1, -0.2], [0.1, -0.4, 0.3], [-0.1, 0.3, 0.0], [0.1, 0.0, 0.1], [-0.1, 0.0, -0.2], [-0.2, -0.2, 0.1], [0.2, 0.0, 0.2], [0.0, 0.1, 0.0], [0.3, 0.2, -0.1], [-0.2, 0.1, 0.1], [0.1, -0.2, 0.0], [-0.7, 0.5, -0.2], [0.5, 0.5, 0.2], [-0.5, -0.2, -0.4], [-0.9, -0.2, 0.2], [0.7, 0.2, -0.4], [0.3, -0.5, -0.6], [0.1, 0.5, -0.1], [0.6, 0.4, -0.5], [0.0, -0.1, 0.3], [0.2, 0.0, -0.1], [0.4, 0.2, 0.1], [0.0, -0.1, 0.2], [0.0, -0.2, -0.1], [0.4, -0.3, -0.1], [-0.3, -0.2, -0.6], [-0.1, 0.0, -0.3], [-0.3, 0.2, 0.0], [0.2, -0.3, 0.1], [0.3, 0.2, -0.1], [-0.1, 0.4, 0.3], [0.8, 1.1, -3.7], [-0.3, 0.4, 1.4], [-0.7, -0.6, 1.0], [0.3, 0.2, -0.8], [0.3, -0.4, 1.2], [-0.2, -0.2, 0.2], [0.1, 0.0, 0.4], [-0.3, -0.1, -0.1], [0.2, 0.2, -0.3], [0.1, -0.3, 0.3], [0.2, 0.0, 0.4], [0.1, 0.0, -0.3], [0.0, 0.3, 0.0], [0.1, 0.0, 0.3], [0.0, 0.2, -0.1], [0.1, -0.2, -0.1], [-0.4, -0.3, -0.2], [-0.3, 0.1, 0.4], [-0.1, 0.2, -0.1], [0.0, -0.2, 0.2], [0.2, -0.1, -0.1], [0.8, -0.9, -0.4], [0.5, 0.7, 1.1], [-0.8, -1.1, 0.0], [0.6, -1.5, -0.6], [-0.7, 2.8, -0.2], [0.3, 0.2, 0.2], [0.0, 0.2, 1.1], [0.0, 0.2, -0.3], [0.0, 0.3, -0.1], [0.0, -0.2, -0.2], [0.0, -0.2, -0.2], [0.2, 0.0, 1.0], [0.0, 0.1, 0.3], [0.0, 0.3, -0.2], [-0.1, -0.2, -0.3], [0.0, -0.3, 0.2]], "max_force_ha_per_bohr": 0.077, "charge": 2, "spin_multiplicity": 5, "e_tot_ha": -2944.38588}